Record 1
Below is a 13-piece molecular cluster, C35H70N2O21S6 overall in a non-equilibrium geometry, with properties calculated with ωB97M-V/def2-TZVPD.

Each line ends with the Mulliken charge.
Cartesian coordinates (Å):
1 C -8.870 6.698 -22.506  0.0425
2 C -9.744 6.067 -23.568  -0.4361
3 O -11.048 6.587 -23.271  -0.3660
4 C -10.999 7.309 -22.145  0.7044
5 O -11.964 7.840 -21.658  -0.5925
6 O -9.822 7.397 -21.700  -0.2445
7 H -8.226 7.429 -22.997  0.3344
8 H -8.327 5.936 -21.946  -0.0827
9 H -9.663 4.999 -23.369  0.2875
10 H -9.433 6.365 -24.569  0.3272
11 C -14.448 7.652 -18.900  0.2898
12 C -15.100 6.333 -19.318  0.0542
13 O -14.080 5.495 -18.862  0.4609
14 C -13.476 5.966 -17.778  0.0275
15 O -12.717 5.363 -17.016  -0.1836
16 O -13.628 7.281 -17.781  -0.0958
17 H -15.185 8.455 -18.890  0.0739
18 H -13.754 8.017 -19.657  -0.0222
19 H -15.134 6.221 -20.402  0.2655
20 H -16.086 6.121 -18.905  -0.3870
21 C -9.373 5.214 -18.533  1.0104
22 C -8.333 5.857 -17.672  0.2164
23 O -7.130 5.510 -18.260  -0.3770
24 C -7.367 5.090 -19.519  0.6254
25 O -6.542 4.939 -20.413  -0.6291
26 O -8.658 5.080 -19.747  -0.1914
27 H -10.289 5.803 -18.483  -0.2144
28 H -9.779 4.247 -18.235  -0.5078
29 H -8.352 5.537 -16.631  0.0215
30 H -8.398 6.944 -17.638  0.0378
31 C -17.571 8.979 -17.365  0.2872
32 C -18.702 9.606 -16.563  -0.6387
33 O -18.893 8.771 -15.498  -0.3806
34 C -18.083 7.757 -15.534  0.4797
35 O -18.147 6.788 -14.772  -0.6459
36 O -17.182 7.893 -16.512  0.0382
37 H -16.796 9.713 -17.585  0.3215
38 H -18.057 8.663 -18.288  -0.1450
39 H -19.553 9.831 -17.206  0.3360
40 H -18.412 10.538 -16.078  0.2653
41 C -19.389 6.318 -22.751  -0.1786
42 C -17.996 6.815 -22.500  -0.2085
43 O -17.259 5.662 -22.180  -0.2048
44 C -18.009 4.589 -22.319  0.7506
45 O -17.613 3.392 -22.331  -0.6080
46 O -19.275 4.999 -22.406  -0.3515
47 H -19.760 6.464 -23.765  0.2989
48 H -19.985 6.863 -22.019  0.0153
49 H -18.016 7.545 -21.691  0.1486
50 H -17.579 7.168 -23.444  0.3475
51 C -21.712 5.785 -16.464  -1.0019
52 C -21.979 5.962 -17.970  -0.5658
53 C -21.009 6.814 -18.820  -0.3549
54 C -19.707 6.323 -18.945  0.1037
55 N -18.660 5.868 -19.103  -0.1130
56 H -20.958 6.439 -16.024  0.1747
57 H -21.252 4.829 -16.213  0.2822
58 H -22.628 5.932 -15.892  0.3831
59 H -22.856 6.591 -17.813  0.2726
60 H -22.340 5.122 -18.564  0.3879
61 H -20.883 7.748 -18.274  0.1108
62 H -21.368 7.008 -19.831  0.3561
63 C -10.807 9.717 -18.315  0.0487
64 C -11.012 11.110 -18.831  -0.5984
65 C -11.749 11.435 -20.127  -0.3718
66 C -13.177 11.001 -20.157  0.3076
67 N -14.297 10.708 -20.227  -0.5514
68 H -10.428 9.684 -17.294  0.0910
69 H -10.199 9.081 -18.959  0.1633
70 H -11.752 9.213 -18.113  -0.1870
71 H -10.047 11.617 -18.835  0.3641
72 H -11.556 11.570 -18.006  0.2390
73 H -11.316 10.850 -20.938  0.1851
74 H -11.832 12.479 -20.431  0.3815
75 C -8.246 8.647 -13.080  -0.9983
76 S -9.259 8.890 -14.587  0.4988
77 O -8.222 8.925 -15.716  -0.6064
78 C -10.076 7.147 -14.722  -0.7573
79 H -7.433 7.932 -13.206  0.3138
80 H -8.843 8.203 -12.283  0.3501
81 H -7.879 9.589 -12.674  0.3556
82 H -10.846 7.053 -15.488  -0.0023
83 H -10.670 6.964 -13.826  0.4832
84 H -9.326 6.366 -14.849  0.3644
85 C -14.432 9.661 -15.600  -0.4448
86 S -14.765 11.484 -15.548  0.4873
87 O -16.151 11.655 -16.190  -0.6204
88 C -15.086 11.446 -13.780  -0.9294
89 H -13.481 9.531 -15.084  0.6693
90 H -14.358 9.410 -16.659  -0.4797
91 H -15.257 9.092 -15.172  0.3140
92 H -15.109 12.422 -13.294  0.3726
93 H -14.226 10.940 -13.342  0.3275
94 H -16.060 11.008 -13.559  0.2449
95 C -11.586 3.511 -20.899  -0.3714
96 S -12.514 2.101 -21.713  0.3483
97 O -12.552 0.902 -20.797  -0.6018
98 C -14.091 2.882 -21.398  -0.4030
99 H -10.590 3.213 -20.572  0.4828
100 H -11.938 3.856 -19.927  -0.1844
101 H -11.475 4.395 -21.528  0.1575
102 H -14.102 3.315 -20.398  -0.3114
103 H -14.879 2.142 -21.535  0.4489
104 H -14.252 3.767 -22.013  0.3499
105 C -16.115 4.010 -16.242  -0.4882
106 S -15.387 3.034 -17.626  0.5766
107 O -15.056 1.692 -17.001  -0.5755
108 C -17.063 2.831 -18.455  -0.9219
109 H -16.496 3.361 -15.453  0.5753
110 H -16.715 4.819 -16.660  0.1460
111 H -15.197 4.368 -15.777  -0.4354
112 H -17.776 2.564 -17.675  0.4097
113 H -16.983 2.031 -19.190  0.4294
114 H -17.367 3.754 -18.948  0.0032
115 C -12.975 3.560 -13.704  -0.0661
116 S -14.397 2.765 -12.918  0.4195
117 O -14.844 1.738 -13.978  -0.4899
118 C -13.380 1.653 -11.786  -0.9019
119 H -12.383 2.745 -14.122  -0.4011
120 H -12.495 4.151 -12.924  0.5466
121 H -13.374 4.327 -14.367  -0.0042
122 H -14.185 1.176 -11.226  0.3443
123 H -12.785 2.254 -11.099  0.3673
124 H -12.738 0.943 -12.307  0.1970
125 C -11.700 1.741 -17.121  -0.5792
126 S -11.361 0.811 -15.558  0.3919
127 O -12.749 0.409 -15.075  -0.5192
128 C -10.612 -0.760 -16.212  -1.0289
129 H -10.713 2.054 -17.462  0.3970
130 H -12.388 2.511 -16.771  -0.1225
131 H -12.284 1.121 -17.801  0.3584
132 H -10.039 -0.634 -17.131  0.3808
133 H -11.436 -1.402 -16.525  0.3094
134 H -10.072 -1.220 -15.384  0.3396

Forces on atoms 1 to 3 (eV/Å):
0.3 0.5 -0.7
0.1 -0.3 0.4
-0.1 -0.8 -0.9

Properties
- LUMO (eV) = -0.001
- frontier orbital gap (eV) = 7.8
- HOMO (eV) = -7.8

Record 2
Below is a 10-piece molecular cluster, C35H71Cl18FNO3P2 overall in a non-equilibrium geometry, with properties calculated with ωB97M-V/def2-TZVPD.

Each line ends with the Mulliken charge.
Cartesian coordinates (Å):
1 C -1.947 1.715 1.482  -0.8882
2 C -0.866 0.647 0.865  0.6896
3 O 0.455 0.804 1.156  -0.4335
4 O -1.198 -0.521 0.024  -0.3660
5 C -0.660 -0.361 -1.352  -0.6991
6 C -1.475 0.811 -2.220  -0.0995
7 C -3.046 0.303 -2.269  -0.6813
8 P -4.230 1.644 -3.038  0.1920
9 C -5.539 0.780 -4.128  -0.0813
10 C -4.939 -0.259 -5.247  -0.4015
11 F -3.462 -0.279 -5.357  -0.2714
12 C -4.951 2.603 -1.535  1.1473
13 C -6.581 2.513 -1.391  -0.5302
14 C -7.104 1.359 -0.321  0.5550
15 C -6.680 -0.172 -0.728  -0.4990
16 C -8.746 1.493 -0.276  -0.7396
17 C -9.529 0.150 0.245  -0.4037
18 C -10.226 -0.630 -1.052  -0.5122
19 C -9.875 -2.027 -1.437  0.4763
20 C -10.049 -2.529 -3.006  -1.0758
21 C -9.332 -3.189 -0.373  -1.0191
22 P -3.104 3.159 -4.212  0.3918
23 N -4.227 4.566 -4.396  -0.5841
24 O -2.847 2.605 -5.848  -0.5132
25 H -2.044 2.716 0.869  0.2034
26 H -1.540 2.028 2.550  0.3005
27 H -3.027 1.271 1.665  0.2855
28 H -0.923 -1.380 -1.913  0.3400
29 H 0.502 -0.236 -1.399  0.3108
30 H -1.381 1.879 -1.751  -0.0393
31 H -1.066 0.742 -3.331  0.4310
32 H -3.453 0.122 -1.186  0.3629
33 H -3.121 -0.725 -2.841  0.4907
34 H -6.164 1.599 -4.728  0.4238
35 H -6.334 0.182 -3.482  -0.1328
36 H -5.299 -1.345 -4.919  0.3003
37 H -5.359 -0.068 -6.343  0.2903
38 H -4.441 2.210 -0.544  -0.0651
39 H -4.664 3.760 -1.604  -0.7264
40 H -7.145 2.448 -2.438  0.2833
41 H -6.938 3.551 -0.925  -0.1847
42 H -6.718 1.685 0.757  0.2044
43 H -6.777 -0.893 0.219  0.3529
44 H -7.414 -0.642 -1.542  -0.1817
45 H -5.599 -0.276 -1.187  -0.0842
46 H -9.059 2.382 0.451  0.3081
47 H -9.085 1.855 -1.359  0.3333
48 H -8.901 -0.559 0.932  0.2194
49 H -10.451 0.538 0.897  0.3581
50 H -11.040 -0.085 -1.714  0.2937
51 H -9.309 -3.420 -3.287  0.2971
52 H -11.135 -3.004 -3.067  0.3084
53 H -9.924 -1.641 -3.791  0.2686
54 H -8.951 -2.742 0.640  0.2378
55 H -10.261 -3.867 -0.120  0.3248
56 H -8.488 -3.865 -0.828  0.2790
57 H -4.080 4.974 -5.368  0.3466
58 H -5.189 4.116 -4.442  0.2898
59 H -3.743 2.511 -6.331  0.3201
60 Cl -7.417 6.369 -0.818  -0.2039
61 C -6.289 6.502 0.554  -0.5564
62 C -4.965 7.130 0.151  -0.2294
63 Cl -4.013 6.065 -0.914  -0.1922
64 H -6.149 5.502 0.977  0.3058
65 H -6.781 7.124 1.308  0.3993
66 H -4.355 7.315 1.040  0.0735
67 H -5.111 8.083 -0.367  0.3690
68 Cl 2.783 -3.868 4.011  -0.2460
69 C 3.129 -2.736 2.680  1.3179
70 C 1.886 -2.407 1.868  -0.4416
71 Cl 1.308 -3.804 0.928  -0.1959
72 H 3.913 -3.175 2.056  -0.3650
73 H 3.527 -1.824 3.136  -0.4541
74 H 2.110 -1.613 1.150  0.1659
75 H 1.065 -2.065 2.508  0.2630
76 Cl 0.683 3.441 -1.915  -0.1593
77 C 1.811 3.574 -0.543  -0.2432
78 C 3.135 4.202 -0.947  -0.4444
79 Cl 4.087 3.138 -2.011  -0.1863
80 H 1.951 2.574 -0.120  0.1106
81 H 1.319 4.197 0.211  0.2864
82 H 3.745 4.387 -0.058  0.3411
83 H 2.989 5.156 -1.464  0.3147
84 Cl 1.283 0.336 4.319  -0.0862
85 C 2.411 0.469 5.692  -0.6379
86 C 3.735 1.097 5.288  -0.4131
87 Cl 4.687 0.033 4.224  -0.1851
88 H 2.551 -0.530 6.115  0.3314
89 H 1.919 1.092 6.446  0.3648
90 H 4.345 1.282 6.177  0.3253
91 H 3.589 2.051 4.771  0.2965
92 Cl 0.004 9.967 2.799  -0.1688
93 C -0.430 9.111 1.298  -0.4339
94 C -1.754 9.592 0.725  -0.3660
95 Cl -3.137 9.122 1.744  -0.2032
96 H -0.448 8.038 1.511  0.2830
97 H 0.376 9.302 0.582  0.3075
98 H -1.919 9.142 -0.258  0.2324
99 H -1.772 10.680 0.609  0.3719
100 Cl 4.012 -4.082 0.026  -0.1675
101 C 5.685 -4.062 -0.585  -0.4387
102 C 6.570 -5.069 0.131  -0.4570
103 Cl 6.868 -4.616 1.827  -0.2473
104 H 6.071 -3.043 -0.485  0.2674
105 H 5.635 -4.303 -1.651  0.1552
106 H 7.547 -5.120 -0.359  0.3262
107 H 6.131 -6.072 0.120  0.4356
108 Cl 9.726 -8.076 0.638  -0.1940
109 C 9.883 -6.955 2.013  0.0231
110 C 11.124 -6.082 1.904  -0.3783
111 Cl 12.625 -7.019 2.111  -0.1966
112 H 9.885 -7.545 2.934  0.3374
113 H 8.987 -6.327 2.012  -0.1410
114 H 11.115 -5.322 2.690  0.2866
115 H 11.174 -5.571 0.937  0.2968
116 Cl 7.025 -3.223 -3.583  -0.1852
117 C 8.294 -2.021 -3.244  -0.4616
118 C 9.402 -2.586 -2.369  -0.4685
119 Cl 8.847 -2.909 -0.708  -0.1395
120 H 7.822 -1.148 -2.783  0.2985
121 H 8.705 -1.714 -4.211  0.3653
122 H 10.221 -1.865 -2.294  0.3336
123 H 9.804 -3.518 -2.779  0.3018
124 Cl 12.412 -7.887 6.162  -0.1847
125 C 14.085 -7.867 5.551  -0.2821
126 C 14.970 -8.874 6.268  -0.4412
127 Cl 15.268 -8.421 7.964  -0.1845
128 H 14.471 -6.848 5.651  0.3203
129 H 14.035 -8.109 4.485  0.1457
130 H 15.947 -8.925 5.778  0.2963
131 H 14.531 -9.877 6.257  0.3257

Forces on atoms 1 to 3 (eV/Å):
-0.2 -0.3 0.9
6.9 0.2 0.9
-8.6 -0.7 -1.9

Properties
- total charge = +1
- LUMO (eV) = -2.798
- frontier orbital gap (eV) = 7.6
- HOMO (eV) = -10.4

Record 3
Below is a 8-piece molecular cluster, C35H71O18P overall in a non-equilibrium geometry, with properties calculated with ωB97M-V/def2-TZVPD.

Each line ends with the Mulliken charge.
Cartesian coordinates (Å):
1 C -5.502 -19.602 -12.655  -0.6228
2 C -4.808 -20.722 -12.355  -0.7781
3 C -5.148 -21.977 -12.835  0.2510
4 C -6.213 -22.049 -13.678  -0.2848
5 C -6.895 -20.882 -13.993  -0.3424
6 C -6.643 -19.656 -13.439  0.0029
7 O -7.272 -18.496 -13.746  -0.3119
8 O -4.445 -23.050 -12.431  -0.2766
9 H -5.053 -18.708 -12.249  0.3916
10 H -3.951 -20.703 -11.698  0.4354
11 H -6.585 -22.946 -14.151  0.8708
12 H -7.748 -20.904 -14.655  0.1791
13 H -8.174 -18.625 -14.050  0.4294
14 H -4.884 -23.903 -12.411  0.1288
15 C -4.605 -26.199 -11.147  -0.2930
16 C -4.111 -27.198 -10.271  -0.4529
17 C -4.207 -28.543 -10.604  0.7297
18 C -4.915 -28.899 -11.673  -0.8166
19 C -5.404 -27.920 -12.612  -0.6094
20 C -5.297 -26.556 -12.286  0.8233
21 O -5.869 -25.673 -13.148  -0.2369
22 O -3.686 -29.441 -9.718  -0.4946
23 H -4.212 -25.208 -10.972  -0.1296
24 H -3.503 -26.815 -9.465  0.3726
25 H -5.081 -29.905 -12.027  0.2511
26 H -5.947 -28.237 -13.490  0.3228
27 H -6.064 -26.079 -13.995  0.2147
28 H -3.986 -30.322 -9.953  0.2880
29 C -3.888 -24.841 -20.210  -0.5922
30 O -3.644 -25.828 -19.213  -0.3758
31 P -3.089 -25.475 -17.661  0.7406
32 O -3.521 -26.448 -16.618  -0.6216
33 O -1.440 -25.481 -17.871  -0.3202
34 C -0.817 -26.741 -17.673  -0.6997
35 O -3.599 -23.974 -17.376  0.0273
36 C -3.271 -23.464 -16.096  -0.4098
37 H -4.772 -24.262 -19.942  0.1966
38 H -4.122 -25.327 -21.157  0.2842
39 H -3.147 -24.071 -20.425  0.3142
40 H -0.199 -26.537 -16.799  0.2363
41 H -0.243 -26.797 -18.598  0.2416
42 H -1.512 -27.578 -17.603  0.3549
43 H -2.764 -24.140 -15.407  0.3660
44 H -4.210 -23.207 -15.605  -0.0851
45 H -2.739 -22.514 -16.144  0.3399
46 C -3.679 -17.652 -20.648  -0.8256
47 O -4.228 -18.267 -19.517  -0.2788
48 C -5.652 -17.970 -19.221  -0.4893
49 C -5.841 -17.962 -17.694  -0.6118
50 O -6.439 -19.166 -17.131  0.2111
51 C -5.493 -20.196 -16.879  -0.6391
52 H -4.233 -17.968 -21.531  0.3231
53 H -2.596 -17.775 -20.615  0.2414
54 H -3.939 -16.594 -20.696  0.3347
55 H -6.163 -18.858 -19.593  0.0285
56 H -6.069 -17.130 -19.776  0.5146
57 H -6.559 -17.172 -17.475  0.3532
58 H -4.888 -17.684 -17.243  0.3997
59 H -5.890 -21.210 -16.905  -0.2893
60 H -5.020 -20.081 -15.904  0.2358
61 H -4.766 -20.269 -17.688  0.5346
62 C -8.452 -15.997 -12.494  -0.3830
63 O -8.052 -14.592 -12.285  -0.3742
64 C -9.026 -13.706 -11.748  -0.6910
65 C -9.442 -13.943 -10.311  -0.2689
66 O -8.220 -13.694 -9.482  -0.3066
67 C -8.524 -13.836 -8.149  -0.8586
68 H -7.627 -16.547 -12.042  0.2151
69 H -8.404 -16.312 -13.536  0.0940
70 H -9.434 -16.317 -12.144  0.2213
71 H -9.804 -13.488 -12.479  0.3912
72 H -8.627 -12.697 -11.639  0.2933
73 H -9.688 -15.002 -10.235  0.3256
74 H -10.346 -13.358 -10.139  0.3603
75 H -8.218 -12.855 -7.785  0.2944
76 H -7.729 -14.412 -7.676  0.2853
77 H -9.508 -13.975 -7.701  0.3510
78 C -9.100 -17.882 -16.198  -0.9485
79 O -9.240 -18.822 -15.105  0.1200
80 C -10.374 -19.700 -14.971  -0.0883
81 C -11.461 -19.041 -14.168  -0.7067
82 O -12.438 -19.886 -13.856  -0.3881
83 C -13.709 -19.650 -14.495  -0.7962
84 H -8.736 -18.341 -17.117  0.1621
85 H -8.291 -17.265 -15.807  0.1942
86 H -9.918 -17.166 -16.272  0.3599
87 H -10.062 -20.683 -14.618  0.0129
88 H -10.732 -19.937 -15.973  0.3004
89 H -11.904 -18.223 -14.737  0.4128
90 H -10.999 -18.417 -13.402  0.2615
91 H -14.504 -20.304 -14.137  0.2755
92 H -13.639 -19.669 -15.582  0.3515
93 H -14.091 -18.643 -14.326  0.3393
94 C -9.927 -23.603 -14.563  -1.0299
95 O -9.131 -22.892 -15.471  0.1336
96 C -9.605 -22.959 -16.811  -1.0447
97 C -8.558 -22.286 -17.632  0.8990
98 O -8.774 -22.539 -18.973  -0.5119
99 C -7.994 -21.740 -19.815  -0.5634
100 H -10.058 -24.628 -14.910  0.3152
101 H -10.888 -23.088 -14.577  0.3676
102 H -9.639 -23.511 -13.516  0.2672
103 H -10.597 -22.559 -17.019  0.3391
104 H -9.738 -24.025 -16.994  0.4639
105 H -7.600 -22.757 -17.413  -0.0079
106 H -8.588 -21.227 -17.376  -0.2408
107 H -7.862 -20.694 -19.538  0.1287
108 H -8.657 -21.735 -20.681  0.4009
109 H -6.994 -22.045 -20.123  0.1703
110 C -1.900 -24.048 -9.515  -0.5123
111 O -1.142 -25.026 -10.211  -0.2732
112 C -0.141 -25.840 -9.519  -0.5716
113 C -0.836 -27.211 -9.063  -0.1384
114 O 0.147 -28.021 -8.388  -0.4188
115 C -0.413 -29.290 -7.951  -0.6958
116 H -1.459 -23.117 -9.159  0.3301
117 H -2.446 -24.600 -8.750  0.3300
118 H -2.726 -23.635 -10.094  -0.0347
119 H 0.423 -25.277 -8.775  0.3470
120 H 0.472 -26.110 -10.379  0.2366
121 H -1.266 -27.712 -9.930  0.2666
122 H -1.562 -26.973 -8.286  0.3135
123 H -1.398 -29.106 -7.521  0.2768
124 H 0.189 -29.768 -7.178  0.2843
125 H -0.585 -30.112 -8.646  0.2802

Forces on atoms 1 to 3 (eV/Å):
0.4 1.1 0.5
1.2 -1.5 0.6
-0.7 -0.1 0.1

Properties
- SMILES = COP(=O)(OC)OC.Oc1ccc(O)cc1.Oc1ccc(O)cc1.COCCOC.COCCOC.COCCOC.COCCOC.COCCOC
- LUMO (eV) = 0.528
- frontier orbital gap (eV) = 8.0
- HOMO (eV) = -7.4